{
  "formula": "C42H112O14",
  "method": "wB97M-V/def2-TZVPD",
  "multiplicity": 1,
  "homo_ev": -9.7,
  "total_energy_ha": -2720.75083,
  "symbols": ["C", "C", "C", "O", "H", "H", "H", "H", "H", "H", "H", "H", "C", "C", "C", "O", "H", "H", "H", "H", "H", "H", "H", "H", "C", "C", "C", "O", "H", "H", "H", "H", "H", "H", "H", "H", "C", "C", "C", "O", "H", "H", "H", "H", "H", "H", "H", "H", "C", "C", "C", "O", "H", "H", "H", "H", "H", "H", "H", "H", "C", "C", "C", "O", "H", "H", "H", "H", "H", "H", "H", "H", "C", "C", "C", "O", "H", "H", "H", "H", "H", "H", "H", "H", "C", "C", "C", "O", "H", "H", "H", "H", "H", "H", "H", "H", "C", "C", "C", "O", "H", "H", "H", "H", "H", "H", "H", "H", "C", "C", "C", "O", "H", "H", "H", "H", "H", "H", "H", "H", "C", "C", "C", "O", "H", "H", "H", "H", "H", "H", "H", "H", "C", "C", "C", "O", "H", "H", "H", "H", "H", "H", "H", "H", "C", "C", "C", "O", "H", "H", "H", "H", "H", "H", "H", "H", "C", "C", "C", "O", "H", "H", "H", "H", "H", "H", "H", "H"],
  "positions_angstrom": [[13.35015, 10.00743, 20.50690], [14.73037, 10.13040, 19.79998], [15.30469, 8.72278, 19.58814], [14.58587, 10.82064, 18.54031], [13.43016, 9.35074, 21.35494], [12.66152, 9.57373, 19.80501], [12.95441, 10.96412, 20.84569], [15.43012, 10.79934, 20.31000], [16.19323, 8.76761, 18.94947], [14.50135, 8.17598, 19.10354], [15.62360, 8.26221, 20.51431], [13.90834, 10.38118, 17.97662], [12.56013, 10.21151, 12.74280], [11.92047, 9.52781, 11.50908], [12.77288, 9.77684, 10.27414], [11.61806, 8.17891, 11.67415], [13.55612, 9.84625, 12.95963], [11.87531, 10.21212, 13.60320], [12.64605, 11.24566, 12.43759], [10.96456, 10.05549, 11.41495], [13.81689, 9.43416, 10.31801], [12.86934, 10.85093, 10.13249], [12.29884, 9.37829, 9.35570], [12.33851, 7.58879, 11.46263], [17.43218, 16.80346, 15.87741], [18.33216, 15.72420, 15.32983], [18.99559, 14.85344, 16.39960], [17.62347, 14.92906, 14.31859], [16.97587, 17.39376, 15.06902], [17.95251, 17.52520, 16.49037], [16.60439, 16.33864, 16.39713], [19.13857, 16.16522, 14.72271], [18.33614, 14.54777, 17.23018], [19.76143, 15.45570, 16.85132], [19.42002, 13.98818, 15.91478], [16.77842, 14.62511, 14.66671], [15.66582, 11.88198, 10.86451], [15.88853, 11.68330, 9.36862], [16.16679, 13.06924, 8.71454], [17.01821, 10.86217, 9.06415], [16.55619, 12.36234, 11.31020], [15.36429, 11.05184, 11.47728], [14.83040, 12.60082, 10.94385], [14.97867, 11.30366, 8.87452], [16.96766, 13.50729, 9.29168], [15.30822, 13.72379, 8.91982], [16.37637, 13.09378, 7.63240], [17.59048, 11.00486, 9.85236], [7.92590, 13.23999, 15.69524], [9.11078, 12.81337, 14.76461], [8.88602, 11.50328, 14.07214], [9.37582, 13.87871, 13.91874], [6.97419, 13.27867, 15.15352], [8.14458, 14.25870, 16.09409], [7.81143, 12.52768, 16.50301], [10.01520, 12.68530, 15.38085], [7.84104, 11.40202, 13.68573], [8.98838, 10.67623, 14.77324], [9.58499, 11.34108, 13.28042], [10.02924, 13.64234, 13.24648], [18.73376, 11.10083, 16.67372], [18.43543, 10.32088, 17.93912], [19.54187, 9.49700, 18.53354], [17.84733, 11.13691, 18.98752], [19.59004, 11.74657, 16.92277], [17.85590, 11.63720, 16.37524], [19.02275, 10.41913, 15.86001], [17.61767, 9.61336, 17.73121], [20.52889, 10.00121, 18.50027], [19.68722, 8.60359, 17.93862], [19.29246, 9.20575, 19.55815], [17.23815, 11.81092, 18.61887], [13.64176, 17.32589, 15.35623], [12.66761, 16.57231, 16.22708], [11.59660, 15.86041, 15.37611], [13.29776, 15.59952, 17.01676], [13.98677, 16.56518, 14.59290], [14.51040, 17.80106, 15.82748], [13.02474, 18.03283, 14.77117], [12.20675, 17.29838, 16.91447], [10.85120, 16.52573, 14.94222], [11.03481, 15.11391, 15.93634], [12.08808, 15.32200, 14.55929], [13.97544, 15.15575, 16.51167], [19.76924, 13.84384, 12.11228], [20.07177, 12.35000, 11.73547], [19.68337, 11.40477, 12.89257], [19.29787, 11.93893, 10.62205], [18.72157, 13.97509, 12.41813], [20.00917, 14.52730, 11.30872], [20.41256, 14.17247, 12.91268], [21.12985, 12.14699, 11.49380], [20.00792, 10.35868, 12.76107], [18.60922, 11.47222, 13.17504], [20.22822, 11.79131, 13.75603], [19.54887, 12.45611, 9.85998], [16.63470, 8.46455, 13.73387], [16.28336, 7.70604, 15.00558], [15.33520, 8.52157, 15.83490], [15.69082, 6.51790, 14.58532], [17.16815, 7.84502, 13.00748], [17.29395, 9.24376, 14.13266], [15.74983, 8.95469, 13.30165], [17.21140, 7.52676, 15.54064], [15.17400, 8.07795, 16.82655], [14.36733, 8.60077, 15.35213], [15.73560, 9.52889, 16.04090], [15.41297, 5.99969, 15.35880], [15.69953, 15.76174, 11.17849], [17.11804, 16.42848, 11.13403], [17.08660, 17.55956, 10.10833], [17.51625, 16.98709, 12.36608], [15.05742, 16.52746, 11.68932], [15.69078, 14.83247, 11.79370], [15.24512, 15.46933, 10.22139], [17.91063, 15.73020, 10.83240], [18.06216, 18.00439, 9.90028], [16.41644, 18.32479, 10.47178], [16.65680, 17.24472, 9.15944], [17.45387, 16.22183, 12.97344], [12.49022, 14.32141, 9.95741], [11.88373, 14.47621, 11.35864], [11.55118, 15.90481, 11.72912], [10.78569, 13.55634, 11.49572], [11.76344, 14.43175, 9.13514], [12.91697, 13.32802, 9.81750], [13.25169, 15.03416, 9.68547], [12.68977, 14.14928, 12.02181], [10.82509, 16.30006, 11.01569], [12.47185, 16.49987, 11.77202], [11.03797, 16.00363, 12.67125], [10.02097, 13.84315, 10.99133], [10.57703, 10.70612, 17.36839], [11.10191, 9.26285, 17.40378], [10.36296, 8.38107, 16.42386], [12.53639, 9.23492, 17.07233], [10.90500, 11.14524, 16.42742], [11.05792, 11.25102, 18.16003], [9.47745, 10.77905, 17.45661], [11.12978, 8.81865, 18.38851], [10.74424, 8.66955, 15.44917], [9.27648, 8.52733, 16.41710], [10.58867, 7.32069, 16.50417], [12.57138, 9.43021, 16.10579], [14.13076, 14.07807, 19.96862], [15.59298, 14.10382, 19.41733], [16.52648, 13.77790, 20.55312], [15.85952, 13.20496, 18.35162], [14.19196, 14.72371, 20.86288], [13.80252, 13.01460, 20.14670], [13.49497, 14.59034, 19.24348], [15.96132, 15.09950, 19.03539], [17.56562, 13.63967, 20.25584], [16.27023, 12.86661, 21.11788], [16.42562, 14.55920, 21.32411], [15.34890, 12.38458, 18.46418], [15.60845, 12.14324, 14.51681], [14.59214, 13.25559, 14.90553], [13.30830, 12.68894, 15.48329], [15.28388, 14.22585, 15.81396], [15.07643, 11.37734, 13.96328], [16.15917, 11.73104, 15.36992], [16.37258, 12.60379, 13.84554], [14.39834, 13.79787, 13.98649], [13.53682, 11.96614, 16.27590], [12.92352, 12.09816, 14.66042], [12.55023, 13.42375, 15.81118], [15.45493, 13.72548, 16.66482]],
  "lowdin_charge": [-0.024, -0.417, -0.035, -0.105, 0.076, 0.049, 0.070, 0.122, 0.059, 0.074, 0.083, 0.066, -0.051, -0.490, -0.054, -0.025, 0.054, 0.063, 0.060, 0.133, 0.086, 0.054, 0.096, 0.090, -0.046, -0.428, -0.034, -0.108, 0.080, 0.084, 0.061, 0.139, 0.081, 0.074, 0.059, 0.040, -0.060, -0.462, -0.044, -0.058, 0.077, 0.050, 0.065, 0.126, 0.059, 0.046, 0.090, 0.062, -0.029, -0.522, -0.041, -0.054, 0.077, 0.087, 0.058, 0.100, 0.102, 0.061, 0.054, 0.045, -0.037, -0.488, -0.050, -0.071, 0.090, 0.045, 0.082, 0.099, 0.088, 0.073, 0.085, 0.046, -0.051, -0.484, -0.061, -0.063, 0.086, 0.078, 0.088, 0.140, 0.080, 0.070, 0.058, 0.014, -0.036, -0.444, -0.057, -0.071, 0.062, 0.069, 0.072, 0.138, 0.086, 0.072, 0.069, 0.093, -0.038, -0.522, -0.057, -0.034, 0.091, 0.064, 0.064, 0.134, 0.071, 0.071, 0.073, 0.103, -0.042, -0.490, -0.059, -0.056, 0.090, 0.064, 0.042, 0.112, 0.080, 0.075, 0.073, 0.040, -0.049, -0.456, -0.038, -0.060, 0.092, 0.056, 0.053, 0.120, 0.090, 0.084, 0.048, 0.105, -0.030, -0.433, -0.046, -0.106, 0.052, 0.074, 0.091, 0.122, 0.068, 0.089, 0.084, 0.076, -0.014, -0.453, -0.078, -0.110, 0.085, 0.081, 0.056, 0.155, 0.079, 0.081, 0.086, 0.045, -0.023, -0.372, -0.024, -0.120, 0.053, 0.058, 0.075, 0.118, 0.078, 0.055, 0.072, 0.082]
}

{
  "formula": "C42H113N3O13",
  "method": "wB97M-V/def2-TZVPD",
  "multiplicity": 1,
  "homo_ev": -9.3,
  "total_energy_ha": -2810.26579,
  "symbols": ["C", "C", "C", "O", "H", "H", "H", "H", "H", "H", "H", "H", "C", "C", "C", "O", "H", "H", "H", "H", "H", "H", "H", "H", "C", "C", "C", "O", "H", "H", "H", "H", "H", "H", "H", "H", "C", "C", "C", "O", "H", "H", "H", "H", "H", "H", "H", "H", "C", "C", "C", "O", "H", "H", "H", "H", "H", "H", "H", "H", "C", "C", "C", "O", "H", "H", "H", "H", "H", "H", "H", "H", "C", "C", "C", "O", "H", "H", "H", "H", "H", "H", "H", "H", "C", "C", "C", "O", "H", "H", "H", "H", "H", "H", "H", "H", "C", "C", "C", "O", "H", "H", "H", "H", "H", "H", "H", "H", "C", "C", "C", "O", "H", "H", "H", "H", "H", "H", "H", "H", "C", "C", "C", "O", "C", "N", "H", "H", "H", "H", "H", "H", "H", "H", "H", "H", "H", "C", "C", "C", "O", "C", "N", "H", "H", "H", "H", "H", "H", "H", "H", "H", "H", "H", "C", "C", "C", "O", "C", "N", "H", "H", "H", "H", "H", "H", "H", "H", "H", "H", "H"],
  "positions_angstrom": [[2.97178, 3.83411, 1.20901], [3.24969, 2.56009, 0.37493], [4.38281, 2.64495, -0.63300], [3.47544, 1.54624, 1.28558], [3.80667, 4.11693, 1.85017], [2.09999, 3.61252, 1.82462], [2.85096, 4.70461, 0.56423], [2.37484, 2.33188, -0.23388], [4.23221, 1.98090, -1.48415], [5.36245, 2.58140, -0.15934], [4.45598, 3.64144, -1.06859], [2.63371, 1.40606, 1.72540], [-0.71955, -6.32643, -3.14671], [0.80318, -6.54182, -3.08672], [1.25480, -7.58915, -2.00999], [1.26989, -6.91408, -4.41580], [-0.99228, -5.49644, -3.79851], [-1.09569, -6.12240, -2.14422], [-1.27968, -7.18142, -3.52531], [1.27874, -5.60862, -2.78495], [0.89754, -8.56861, -2.32802], [0.92285, -7.48336, -0.97717], [2.32349, -7.78042, -2.10705], [1.12532, -6.12056, -4.93640], [-0.83042, 4.24264, 0.54253], [-2.18077, 4.69467, 1.15313], [-1.98754, 5.64549, 2.29945], [-2.94944, 5.26084, 0.13323], [-0.23234, 5.02724, 0.07906], [-1.03423, 3.56179, -0.28391], [-0.23371, 3.71104, 1.28377], [-2.72944, 3.85152, 1.57286], [-1.25778, 5.20632, 2.97965], [-2.97050, 5.74179, 2.76054], [-1.65988, 6.63500, 1.98067], [-3.62628, 5.75614, 0.60032], [-1.79165, -4.12174, -0.32938], [-1.79052, -3.56468, 1.10053], [-2.72677, -4.34113, 1.98012], [-0.47207, -3.69444, 1.64923], [-1.62055, -5.19451, -0.24000], [-1.05641, -3.52933, -0.87395], [-2.73950, -3.92260, -0.82940], [-2.03057, -2.50207, 1.06402], [-2.27895, -5.31562, 2.17484], [-3.69484, -4.52374, 1.51364], [-2.91466, -3.89912, 2.95860], [0.10855, -3.23053, 1.04157], [-2.59997, 2.79894, 5.45708], [-1.24628, 2.36931, 4.89043], [-0.73612, 1.05425, 5.57266], [-1.46872, 2.27305, 3.56076], [-2.83810, 3.85471, 5.32767], [-2.64353, 2.57670, 6.52329], [-3.44774, 2.22732, 5.07939], [-0.50359, 3.15934, 5.00160], [-0.35893, 1.29660, 6.56618], [0.08363, 0.54900, 5.06194], [-1.56487, 0.34794, 5.62179], [-2.40141, 2.14020, 3.37625], [1.46543, 2.31733, -3.39215], [0.28077, 2.59091, -4.34791], [-1.07884, 2.77011, -3.59211], [0.51936, 3.69329, -5.14282], [2.38704, 2.23339, -3.96806], [1.38602, 1.35432, -2.88776], [1.50234, 3.09856, -2.63293], [0.25878, 1.74720, -5.03767], [-1.08221, 3.56901, -2.85059], [-1.34313, 1.85696, -3.05880], [-1.91242, 3.01043, -4.25202], [0.64462, 4.37974, -4.48350], [-1.89338, -2.62484, -5.33161], [-0.64774, -1.69429, -5.17072], [-0.29123, -1.28590, -3.75356], [0.43129, -2.41653, -5.70997], [-2.67535, -1.98271, -4.92628], [-1.86754, -3.52655, -4.71977], [-2.09465, -2.80190, -6.38813], [-0.73633, -0.81017, -5.80206], [0.57440, -0.62349, -3.75530], [-0.06028, -2.17054, -3.16012], [-1.08411, -0.72008, -3.26439], [1.12493, -1.75290, -5.71771], [2.43567, 2.79497, 5.63073], [3.23630, 2.66735, 6.91395], [3.70866, 4.03956, 7.40979], [2.36801, 2.16617, 7.87813], [1.61807, 3.50625, 5.74786], [2.03819, 1.85945, 5.23713], [3.15363, 3.14155, 4.88742], [4.03921, 1.94139, 6.78580], [4.46015, 4.39867, 6.70666], [4.12217, 3.99345, 8.41726], [2.84091, 4.68402, 7.55045], [2.62567, 2.50793, 8.73744], [3.48191, -3.45419, 3.16677], [4.14810, -2.58537, 4.26875], [3.80865, -1.08537, 4.15902], [3.79206, -3.07339, 5.58308], [3.73379, -2.99138, 2.21259], [2.39523, -3.53242, 3.13356], [3.87116, -4.47032, 3.10311], [5.21405, -2.74830, 4.10968], [2.76639, -0.89845, 4.41759], [3.81123, -0.74766, 3.12266], [4.44971, -0.44833, 4.76838], [2.84464, -2.96518, 5.69394], [-3.87798, -0.38785, 2.97987], [-4.77395, 0.66934, 2.40443], [-6.26148, 0.65582, 2.73265], [-4.19145, 1.95612, 2.80086], [-3.84166, -0.41011, 4.06904], [-2.91541, -0.25865, 2.48503], [-4.28644, -1.38531, 2.81758], [-4.62986, 0.73085, 1.32575], [-6.74055, 1.54170, 2.31574], [-6.33911, 0.56918, 3.81643], [-6.72140, -0.28323, 2.42483], [-4.83174, 2.66642, 2.71668], [-4.97786, -2.54318, -2.41189], [-5.57027, -1.11739, -2.46607], [-4.46861, -0.10376, -2.02514], [-4.99706, 1.22771, -2.01250], [-4.10746, 2.14700, -1.48578], [-6.00497, -0.91502, -3.86008], [-4.59680, -2.88918, -1.45106], [-4.25199, -2.70846, -3.20806], [-5.71920, -3.33849, -2.48934], [-6.39910, -0.94716, -1.77893], [-3.64013, -0.25901, -2.71624], [-3.99867, -0.30140, -1.06172], [-3.88182, 2.06286, -0.42272], [-4.59571, 3.11515, -1.59711], [-3.17518, 2.27096, -2.03677], [-6.33684, 0.00886, -4.09759], [-6.75799, -1.56035, -4.05143], [-0.88182, 0.63976, 0.31795], [0.05652, 0.08401, 1.36800], [1.18126, -0.69653, 0.71174], [0.76679, -1.86709, -0.08068], [1.79428, -2.52627, -0.72036], [0.62301, 1.18045, 2.09966], [-1.72301, 1.19321, 0.73530], [-1.31904, -0.18476, -0.24517], [-0.36198, 1.26835, -0.40506], [-0.51225, -0.56716, 2.03176], [1.92752, -1.06616, 1.41500], [1.72123, -0.03145, 0.03779], [2.35840, -1.84198, -1.35408], [1.43956, -3.38679, -1.28762], [2.52857, -2.87004, 0.00816], [1.01447, 0.74622, 2.92325], [-0.20390, 1.64980, 2.44031], [3.54223, -1.97559, -4.38092], [3.50340, -0.45867, -4.76166], [4.86634, 0.11379, -5.11921], [4.74721, 1.52183, -5.33937], [5.99448, 2.05233, -5.70403], [2.59324, -0.42459, -5.89451], [2.53399, -2.36176, -4.23115], [4.04196, -2.05883, -3.41581], [4.08910, -2.56830, -5.11423], [2.96855, 0.03879, -3.95260], [5.28887, -0.47899, -5.93050], [5.54526, 0.01876, -4.27178], [5.97881, 3.10933, -5.96975], [6.42954, 1.55636, -6.57169], [6.70052, 1.94581, -4.88047], [3.04122, -0.81275, -6.71228], [2.58498, 0.56378, -6.10226]],
  "lowdin_charge": [-0.042, -0.522, -0.045, -0.065, 0.076, 0.053, 0.071, 0.108, 0.067, 0.082, 0.073, 0.024, -0.048, -0.441, -0.048, -0.057, 0.057, 0.047, 0.084, 0.111, 0.070, 0.075, 0.071, 0.077, -0.031, -0.515, -0.052, -0.036, 0.086, 0.050, 0.054, 0.107, 0.080, 0.078, 0.089, 0.084, -0.037, -0.488, -0.061, -0.059, 0.079, 0.065, 0.061, 0.116, 0.085, 0.079, 0.072, 0.032, -0.042, -0.481, -0.025, -0.078, 0.082, 0.080, 0.067, 0.121, 0.077, 0.050, 0.074, 0.042, -0.047, -0.493, -0.042, -0.026, 0.065, 0.055, 0.077, 0.123, 0.070, 0.046, 0.083, 0.091, -0.025, -0.483, -0.039, -0.082, 0.056, 0.059, 0.081, 0.131, 0.052, 0.075, 0.065, 0.008, -0.049, -0.509, -0.051, -0.052, 0.077, 0.058, 0.081, 0.132, 0.083, 0.075, 0.086, 0.081, -0.058, -0.438, -0.051, -0.061, 0.056, 0.072, 0.077, 0.133, 0.064, 0.059, 0.078, 0.079, -0.032, -0.444, -0.032, -0.103, 0.088, 0.069, 0.083, 0.112, 0.085, 0.085, 0.085, 0.093, -0.065, -0.396, -0.183, -0.164, -0.129, 0.037, 0.053, 0.066, 0.073, 0.127, 0.111, 0.109, 0.069, 0.095, 0.062, 0.068, 0.068, -0.039, -0.421, -0.120, -0.229, -0.120, 0.078, 0.067, 0.074, 0.076, 0.134, 0.116, 0.117, 0.083, 0.086, 0.083, 0.071, 0.035, -0.044, -0.407, -0.195, -0.182, -0.122, 0.049, 0.056, 0.070, 0.083, 0.110, 0.130, 0.126, 0.090, 0.086, 0.086, 0.096, 0.079]
}

What did we get for relative energy (zero: lowest compared OMol25 entry of this formula, charge and spin)? Answer: 1.0479 1.7078 eV, in the order shown.
What did we get for max |F|? Answer: 2.23 3.24 eV/Å, in the order shown.
What did we get for E_LUMO? Answer: 0.53 0.25 eV, in the order shown.